Record 1
{"formula": "C25H9CeCl5F6NO4S", "method": "ωB97M-V/def2-TZVPD", "mol_weight_g_mol": 850.8, "total_energy_ev": -138434.4297, "spin_multiplicity": 2, "homo_energy_ev": [-8.068, -8.078], "orbital_gap_ev": [6.775, 6.784], "de_lowest_ev": 0.000, "lumo_energy_ev": [-1.294, -1.294], "elements": ["Ce", "O", "C", "O", "C", "C", "C", "C", "C", "N", "C", "O", "O", "H", "H", "H", "H", "H", "F", "C", "C", "F", "C", "F", "C", "S", "C", "F", "C", "F", "F", "C", "C", "C", "C", "C", "C", "H", "H", "H", "H", "Cl", "C", "C", "C", "Cl", "C", "Cl", "C", "Cl", "C", "Cl"], "coordinates": [[-0.331, -0.249, 0.360], [3.198, 2.181, 0.087], [1.856, 1.923, -0.311], [1.153, 1.265, 0.681], [2.000, 1.023, -1.538], [2.872, 1.292, -2.595], [2.816, 0.494, -3.716], [1.887, -0.549, -3.784], [1.099, -0.775, -2.683], [1.190, -0.020, -1.586], [0.048, -1.851, -2.532], [-0.344, -2.523, -3.602], [-0.418, -2.106, -1.445], [3.170, 2.338, 1.038], [3.566, 2.117, -2.515], [3.476, 0.683, -4.552], [1.829, -1.165, -4.672], [0.030, -2.136, -4.403], [-6.947, 2.214, 0.386], [-5.760, 1.918, -0.142], [-4.655, 1.752, 0.669], [-4.760, 1.886, 1.990], [-3.448, 1.446, 0.075], [-2.375, 1.303, 0.914], [-3.251, 1.282, -1.283], [-1.663, 0.905, -1.939], [-4.390, 1.458, -2.060], [-4.326, 1.332, -3.388], [-5.620, 1.773, -1.509], [-6.685, 1.936, -2.294], [-0.858, 6.779, -1.259], [-0.197, 5.621, -1.059], [0.253, 4.914, -2.148], [0.926, 3.717, -1.929], [1.135, 3.235, -0.647], [0.652, 3.978, 0.431], [-0.008, 5.178, 0.236], [0.064, 5.286, -3.146], [1.246, 3.160, -2.799], [0.780, 3.601, 1.436], [-0.382, 5.765, 1.064], [-2.799, -1.794, 1.968], [-1.325, -2.227, 2.866], [-0.151, -1.750, 2.352], [0.991, -2.093, 3.034], [2.523, -1.517, 2.377], [0.987, -2.869, 4.186], [2.457, -3.262, 4.997], [-0.240, -3.323, 4.679], [-0.292, -4.279, 6.109], [-1.424, -3.005, 4.012], [-2.947, -3.557, 4.593]], "atomic_forces_ev_per_a": [[-0.97, -0.11, 0.17], [-0.02, -0.03, 0.04], [-0.06, -0.09, 0.30], [0.65, 0.40, -0.54], [-0.03, 0.06, -0.26], [0.06, -0.03, 0.03], [-0.02, -0.04, -0.05], [0.15, -0.01, -0.15], [-0.12, -0.13, 0.14], [0.17, 0.26, -0.17], [0.21, 0.05, -0.08], [0.05, 0.07, 0.07], [0.13, -0.12, 0.13], [0.00, 0.03, 0.02], [0.00, 0.00, 0.00], [-0.01, -0.02, 0.00], [0.02, 0.01, 0.01], [-0.03, -0.02, -0.10], [-0.01, 0.01, 0.01], [-0.10, 0.02, 0.06], [0.00, 0.00, -0.03], [0.04, 0.00, 0.02], [0.00, 0.06, 0.27], [0.06, 0.00, 0.13], [0.35, -0.09, -0.12], [-0.41, 0.17, -0.07], [-0.14, 0.04, -0.20], [0.05, -0.02, 0.01], [0.00, -0.01, -0.08], [0.01, -0.01, -0.02], [0.02, 0.00, 0.01], [-0.06, 0.08, 0.02], [0.05, -0.06, -0.01], [-0.05, 0.00, -0.12], [-0.03, 0.10, 0.05], [0.01, 0.03, 0.01], [0.02, -0.04, 0.02], [0.01, -0.01, 0.00], [0.01, -0.01, 0.03], [0.02, -0.01, 0.00], [-0.01, -0.02, 0.00], [0.12, -0.06, 0.09], [-0.36, -0.04, 0.05], [0.08, -0.23, 0.10], [0.37, -0.05, 0.06], [-0.19, -0.10, 0.08], [0.08, 0.01, 0.04], [-0.10, -0.02, 0.00], [0.03, -0.02, 0.04], [-0.01, 0.02, -0.04], [-0.09, -0.02, 0.00], [0.06, 0.00, 0.01]]}



Record 2
{"formula": "C14H24N3O5", "method": "ωB97M-V/def2-TZVPD", "mol_weight_g_mol": 314.4, "total_energy_ev": -29619.3126, "spin_multiplicity": 1, "homo_energy_ev": -4.666, "smiles": "CNC(=O)[C@@H](CCC(=O)[O-])NC(=O)[C@@H](CC(C)C)NC(C)=O", "total_charge": -1, "orbital_gap_ev": 7.381, "de_lowest_ev": 0.273, "lumo_energy_ev": 2.715, "elements": ["O", "O", "O", "O", "O", "C", "C", "C", "C", "N", "N", "N", "C", "C", "C", "C", "C", "C", "C", "C", "C", "C", "H", "H", "H", "H", "H", "H", "H", "H", "H", "H", "H", "H", "H", "H", "H", "H", "H", "H", "H", "H", "H", "H", "H", "H"], "coordinates": [[2.020, 5.671, 1.518], [1.464, -3.852, -2.889], [-1.631, -0.276, 0.067], [3.067, 1.070, 0.804], [1.633, -3.090, -0.862], [3.006, 4.945, 1.596], [1.329, -2.950, -2.071], [-0.629, -1.013, 0.101], [1.926, 1.527, 0.856], [-0.741, -2.326, 0.274], [0.835, 0.923, 0.328], [2.876, 3.613, 1.615], [4.411, 5.498, 1.483], [-2.065, -3.026, 0.238], [-0.939, 2.193, 4.427], [-1.513, 2.822, 2.121], [0.668, -1.645, -2.517], [-0.470, 2.127, 2.971], [1.053, -0.338, -1.761], [0.918, 2.864, 2.860], [0.779, -0.424, -0.225], [1.630, 2.907, 1.475], [0.093, -2.875, 0.110], [-0.087, 1.297, 0.585], [3.719, 3.025, 1.629], [4.363, 6.485, 1.061], [4.977, 4.867, 0.790], [4.883, 5.460, 2.471], [-1.919, -4.065, 0.534], [-2.491, -2.936, -0.766], [-2.704, -2.504, 0.944], [-0.874, 3.223, 4.750], [-0.218, 1.596, 4.990], [-1.903, 1.758, 4.548], [-2.458, 2.202, 2.184], [-1.286, 2.803, 1.047], [-1.750, 3.848, 2.503], [-0.405, -1.741, -2.487], [0.923, -1.497, -3.569], [-0.388, 1.081, 2.693], [0.405, 0.419, -2.203], [2.101, -0.031, -1.919], [1.540, 2.377, 3.575], [0.845, 3.875, 3.182], [1.530, -1.025, 0.283], [0.988, 3.443, 0.741]], "atomic_forces_ev_per_a": [[0.11, 0.22, 0.33], [-0.08, -0.43, -1.74], [0.63, 0.12, 0.35], [-0.51, 0.33, 0.15], [0.09, 0.70, 1.37], [-0.88, 0.60, -1.07], [-0.09, -0.68, 0.57], [-0.76, 0.86, -1.01], [0.13, -0.46, -0.28], [-0.76, -0.93, 0.27], [-0.75, 0.59, 0.89], [1.45, -0.99, 0.18], [0.03, -1.04, 0.26], [1.31, 1.26, 0.11], [1.76, -0.46, -0.54], [-1.65, -0.69, -0.19], [1.22, 1.02, -0.20], [0.44, 1.57, 0.02], [-0.51, -1.27, 0.28], [-0.98, -1.57, -0.92], [0.15, -0.04, 0.03], [-0.86, 0.02, 0.13], [0.66, -0.17, -0.33], [0.59, -0.15, -0.48], [-0.72, 0.23, -0.17], [-0.03, 0.47, 0.19], [0.08, 0.04, 0.22], [0.11, 0.28, -0.26], [0.01, 0.15, -0.13], [-0.03, -0.18, 0.15], [-0.28, -0.14, 0.01], [-0.32, 0.26, 0.35], [-0.13, 0.12, 0.42], [-0.86, -0.10, 0.15], [0.75, 0.78, -0.01], [0.05, 0.48, 0.22], [0.38, -0.76, -0.53], [-0.55, -0.24, 0.12], [-0.06, -0.07, -0.04], [0.15, -0.14, -0.19], [0.02, 0.37, 0.30], [-0.36, -0.28, 0.15], [0.96, -0.46, 0.44], [-0.39, 0.99, 0.22], [0.11, -0.10, -0.34], [0.38, -0.11, 0.55]]}



Record 3
{"formula": "C20H13F3N6O", "method": "ωB97M-V/def2-TZVPD", "mol_weight_g_mol": 410.4, "total_energy_ev": -40091.2909, "spin_multiplicity": 1, "homo_energy_ev": -8.811, "smiles": "O=C(Nc1ncc(-n2nc(-c3cccnc3)cc2C(F)(F)F)cn1)c1ccccc1", "orbital_gap_ev": 8.820, "de_lowest_ev": 0.103, "lumo_energy_ev": 0.010, "elements": ["O", "F", "F", "F", "N", "N", "N", "N", "C", "C", "C", "C", "C", "C", "C", "C", "C", "C", "C", "C", "C", "C", "C", "C", "C", "C", "C", "N", "N", "C", "H", "H", "H", "H", "H", "H", "H", "H", "H", "H", "H", "H", "H"], "coordinates": [[0.930, 0.288, -5.945], [-2.551, -1.891, 1.449], [-3.415, -0.618, 3.077], [-3.510, 0.049, 0.988], [0.373, 1.540, 2.053], [3.073, 3.247, 4.818], [-0.552, -0.211, -2.137], [0.248, 2.024, -1.994], [0.383, -0.061, -4.914], [0.202, 1.255, 3.316], [-0.934, 0.350, 3.443], [-1.449, 0.148, 2.186], [-0.010, 0.882, -2.679], [3.159, 2.708, 6.043], [2.140, 2.797, 3.944], [-0.774, -0.247, -0.816], [0.033, 1.996, -0.673], [2.213, 1.785, 6.499], [-0.880, -4.122, -4.460], [-1.813, -3.086, -4.443], [0.472, -3.851, -4.692], [1.271, 1.287, 5.625], [-1.405, -1.755, -4.568], [0.881, -2.494, -4.795], [1.199, 1.796, 4.306], [-0.051, -1.435, -4.772], [-0.465, 0.860, -0.029], [0.192, 0.988, -4.052], [-0.587, 0.865, 1.370], [-2.747, -0.616, 1.911], [-1.350, 0.070, 4.396], [3.923, 3.107, 6.723], [2.169, 3.185, 2.933], [-1.130, -1.168, -0.372], [0.293, 2.866, -0.115], [2.316, 1.316, 7.470], [-1.183, -5.136, -4.315], [-2.863, -3.324, -4.255], [1.170, -4.659, -4.721], [0.638, 0.506, 6.002], [-2.115, -0.920, -4.558], [1.921, -2.191, -4.900], [0.586, 1.872, -4.347]], "atomic_forces_ev_per_a": [[0.43, -0.57, -0.74], [-0.46, 1.25, 0.71], [-0.06, -0.75, -0.79], [0.57, -0.85, 0.71], [-0.52, -0.65, -0.83], [-0.13, -0.49, -0.52], [0.19, -0.19, -0.05], [0.07, -0.62, 0.42], [1.04, 1.85, -2.07], [-0.37, -0.75, 0.51], [0.68, 1.11, 0.94], [1.37, 0.44, 0.73], [-1.09, 0.98, 1.31], [-1.10, 0.55, -0.25], [-0.01, -0.86, 1.58], [0.88, 1.07, -0.45], [-0.05, -0.91, -1.34], [0.97, -0.39, -0.18], [0.69, 0.81, -0.47], [-0.07, 0.37, 0.33], [-0.71, 1.82, 0.41], [0.12, 0.82, -0.88], [0.19, 0.13, -0.43], [-0.36, 0.05, -0.29], [-0.19, -0.17, 0.30], [-0.97, -2.66, 1.40], [-0.22, -0.07, -0.68], [-0.66, -0.81, 2.33], [-0.49, -0.10, -0.22], [0.70, 1.11, -0.71], [-0.14, -0.29, -0.14], [-0.21, -0.21, -0.45], [-0.07, 0.15, 0.14], [-0.13, -0.05, -0.20], [0.05, 0.51, 0.28], [-0.04, 0.27, 0.10], [-0.27, -0.46, 0.02], [0.32, 0.17, -0.16], [0.46, -0.20, -0.03], [-0.46, -0.25, -0.24], [0.08, -0.52, 0.15], [-0.05, -0.42, -0.09], [0.03, -0.19, -0.14]]}